[1]
Below is one molecule with the formula C4H9O3PS at a distorted geometry, with properties calculated with ωB97M-V/def2-TZVPD.

The calculated total energy is -1122.908042 Ha. The calculation puts the largest force on an atom at 5.1 eV/Å. As for the expectation value of S²: 2.005. The HOMO energy (spin up / spin down) comes out at -0.17888 / -0.34275 hartree. Its net charge is 0. The spin multiplicity is 3. The orbital gap (spin up / spin down) is 5.599 / 6.250 eV.

```
18
Properties=species:S:1:pos:R:3:forces:R:3:mulliken_charge:R:1
C 0.8430 0.2676 -0.2996 0.2 0.9 5.0 -0.354
C -0.0007 -0.5777 -1.1969 -0.3 -1.3 1.0 1.182
C 0.6246 -1.7615 -1.8024 0.9 -1.0 -1.5 -1.483
C -1.4295 -0.8429 -0.8381 -0.1 -0.3 1.0 -1.499
O 1.3239 2.2453 2.5378 -0.3 -0.7 -2.5 -0.494
O -1.1360 1.9326 2.8146 0.2 -1.8 -0.4 -0.468
O -0.0041 0.7784 0.9886 1.0 -0.4 -1.3 -0.205
P -0.1001 2.3082 1.6251 1.6 -0.2 0.1 0.272
S 0.4981 0.9679 -1.9178 -0.3 2.3 -2.9 -0.172
H 1.9186 0.1247 0.0602 -1.6 -0.4 -0.7 0.363
H 1.3654 -1.4635 -2.5277 0.5 0.2 -0.6 0.422
H -0.0912 -2.3449 -2.3785 -0.1 0.0 0.1 0.347
H 1.1859 -2.4390 -1.1799 -0.1 -0.1 0.9 0.326
H -1.4083 -1.6136 -0.0268 -0.3 0.7 -0.5 0.295
H -2.1192 -1.1568 -1.6082 0.5 -0.5 -0.8 0.426
H -1.8827 0.0557 -0.5212 -0.5 0.9 1.1 0.360
H 1.3406 2.5715 3.4116 -0.4 0.7 1.5 0.309
H -0.9283 0.9479 2.8593 -0.7 1.1 0.6 0.373
```
Positions in Å, forces in eV/Å.



[2]
Below is one molecule with the formula C4H7NO, with properties calculated with ωB97M-V/def2-TZVPD.

The calculated total energy is -286.510798 Ha. As for the SMILES: OC[C@H]1[C@H]2CN21. The calculation puts the largest force on an atom at 0.4 eV/Å. The HOMO energy comes out at -0.37127 hartree. Its net charge is 0. The value obtained for the energy relative to the best compared isomer or geometry (same formula, charge and spin) is 3.288 eV. The orbital gap is 11.202 eV.

```
13
Properties=species:S:1:pos:R:3:forces:R:3:mulliken_charge:R:1
C 1.1385 0.7618 -0.3929 0.0 0.0 0.4 -0.572
O 0.9985 0.6518 -1.7937 -0.1 -0.1 -0.1 -0.518
C -1.5128 0.0033 0.2924 -0.2 0.2 -0.1 -0.170
C -0.5178 -0.5899 1.1896 0.0 -0.1 0.3 -0.334
N -0.6483 -1.0986 -0.1906 -0.1 -0.2 -0.2 -0.563
C 0.6304 -0.5032 0.2801 0.3 0.0 0.0 0.206
H 0.6308 1.6581 -0.0102 0.0 -0.1 -0.1 0.276
H 2.2053 0.8779 -0.1677 -0.2 0.0 0.0 0.301
H -1.3641 1.0036 -0.1126 0.0 -0.2 0.1 0.138
H -2.5531 -0.2966 0.4043 0.2 0.1 0.0 0.269
H -0.6658 -1.2208 2.0590 0.1 0.2 -0.1 0.264
H 0.2716 0.0311 -1.9499 0.1 0.1 -0.1 0.377
H 1.3868 -1.2785 0.3923 -0.1 0.1 0.0 0.326
```
Positions in Å, forces in eV/Å.



[3]
Below is one molecule with the formula C8H8O at a distorted geometry, with properties calculated with ωB97M-V/def2-TZVPD.

The calculated total energy is -384.843437 Ha. As for the SMILES: CC(=O)c1ccccc1. The calculation puts the largest force on an atom at 3.5 eV/Å. The HOMO energy comes out at -0.35034 hartree. Its net charge is 0. The value obtained for the energy relative to the best compared isomer or geometry (same formula, charge and spin) is 0.000 eV. The orbital gap is 10.417 eV.

```
17
Properties=species:S:1:pos:R:3:forces:R:3:mulliken_charge:R:1
C -0.6595 2.1175 0.4233 -0.2 -0.6 -0.6 -0.608
C -0.9000 2.0265 -0.9607 -1.4 2.9 1.5 -0.315
C 0.0352 1.0283 0.9525 0.0 0.1 -0.8 -0.393
C -0.4369 1.0075 -1.7032 0.6 -1.1 -2.8 -0.327
C 0.4176 -0.0541 0.1509 1.1 -1.5 1.5 0.707
C 0.2088 -0.1304 -1.2089 -0.8 1.8 0.2 -0.560
C 1.0673 -1.2186 0.9888 0.9 1.1 -0.9 0.343
C 0.3023 -2.4867 0.8116 -1.2 0.4 -2.4 -0.935
O 2.0647 -1.0553 1.6746 -1.4 -0.2 -0.7 -0.539
H -1.0870 3.0071 0.9247 0.6 -0.9 0.2 0.347
H -1.5288 2.8698 -1.3781 1.0 -1.2 0.1 0.274
H 0.3746 0.8364 1.9403 -0.2 0.8 1.1 0.426
H -0.5169 1.1052 -2.7953 -0.3 -0.2 0.4 0.312
H -0.6158 -2.3111 1.4299 0.6 -0.6 -0.6 0.275
H 0.8648 -3.3886 1.0512 -0.2 0.1 0.2 0.308
H -0.0398 -2.4645 -0.3640 0.7 -0.5 3.1 0.272
H 0.4492 -0.8890 -1.9375 0.4 -0.4 0.5 0.413
```
Positions in Å, forces in eV/Å.



[4]
Below is C24H25N10O3Ti as an isolated structure, with properties calculated with ωB97M-V/def2-TZVPD.

The calculated total energy is -2551.445537 Ha. The calculation puts the largest force on an atom at 0.9 eV/Å. The HOMO energy comes out at -0.60671 hartree. Its net charge is +3. The orbital gap is 6.195 eV.

```
63
Properties=species:S:1:pos:R:3:forces:R:3:mulliken_charge:R:1
Ti -0.9170 0.1429 0.2212 0.1 0.1 -0.1 -0.573
C 0.2569 -3.6159 -1.6950 -0.1 0.0 0.1 -1.837
C -0.4732 -2.4927 -1.0601 -0.1 0.0 -0.1 0.779
N 0.0761 -1.4061 -0.6461 0.4 -0.2 -0.1 1.336
N 1.4648 -1.2607 -0.5897 -0.4 -0.2 0.0 -1.261
C 1.7177 -0.5112 0.4320 0.0 0.2 0.5 0.091
O 0.6613 -0.0252 1.1637 0.2 -0.3 -0.4 -0.158
C 3.0563 -0.1734 0.8878 -0.1 -0.1 -0.2 0.784
C 4.1583 -0.5963 0.1351 0.1 0.0 0.1 -0.508
C 5.4346 -0.2813 0.5618 -0.1 0.0 0.0 -0.755
C 5.6139 0.4475 1.7331 0.1 0.0 0.0 -0.432
C 4.5227 0.8669 2.4843 -0.1 0.0 -0.1 -1.006
C 3.2405 0.5599 2.0626 0.1 0.0 0.1 0.034
C -1.9348 -2.5215 -0.7925 0.2 0.0 0.0 0.628
C -2.7466 -3.5713 -1.1588 -0.1 0.1 0.0 -0.641
C -4.1001 -3.5264 -0.8122 0.1 -0.1 -0.1 -0.671
C -4.5769 -2.4365 -0.1146 0.0 0.1 0.0 -0.935
C -3.6955 -1.4115 0.2190 0.0 0.0 0.0 -0.209
N -2.4053 -1.4454 -0.1039 0.1 -0.2 -0.1 0.986
H 1.3040 -3.3664 -1.8319 0.0 0.0 0.0 0.405
H -0.1982 -3.8462 -2.6613 0.0 0.0 0.0 0.425
H 0.1755 -4.5150 -1.0795 0.0 0.0 0.0 0.399
H 4.0098 -1.1646 -0.7722 0.0 0.0 0.0 0.491
H 6.2905 -0.6037 -0.0134 0.0 0.0 0.0 0.446
H 6.6152 0.6885 2.0641 0.0 0.0 0.0 0.446
H 4.6757 1.4280 3.3950 0.0 0.0 0.0 0.450
H 2.3891 0.8794 2.6494 0.0 0.0 0.0 0.353
H -2.3397 -4.4126 -1.7016 0.0 0.0 0.0 0.569
H -4.7606 -4.3375 -1.0893 0.0 0.0 0.0 0.483
H -5.6157 -2.3621 0.1736 0.0 0.0 0.0 0.499
H -4.0416 -0.5357 0.7538 0.0 0.0 0.0 0.501
N -0.9015 -1.9542 2.8340 0.0 0.1 0.0 -0.383
N -1.1539 -0.9951 3.8237 0.0 0.0 0.1 -0.294
C -1.6494 0.2003 3.5284 0.0 0.1 0.0 0.781
N -1.9917 1.0316 4.4955 0.1 -0.2 -0.1 -0.325
N -1.7833 0.4730 2.1861 -0.2 0.5 0.3 0.024
N -2.3534 1.6347 1.7778 0.4 -0.6 -0.5 0.912
O -2.7045 2.5637 2.4152 -0.2 0.0 0.2 -0.627
O -2.3844 1.5897 0.4930 -0.4 0.4 0.3 -0.616
H -1.3907 -2.8065 3.0886 0.0 0.0 0.0 0.299
H 0.0980 -2.1320 2.8106 0.0 -0.1 0.0 0.239
H -0.9960 -1.2253 4.7985 0.0 0.0 0.0 0.183
H -1.9354 0.7428 5.4623 0.0 0.0 0.0 0.213
H -2.3163 1.9650 4.2981 0.0 0.0 0.0 0.173
N -1.6754 0.4254 -1.9076 -0.1 0.1 0.1 -0.053
C -0.8315 1.2918 -2.7152 0.0 0.0 0.0 0.356
C -0.9139 1.4234 -4.0694 0.0 0.1 0.0 -0.578
C -0.0818 2.3579 -4.7301 0.0 0.0 0.0 -0.842
C 0.7740 3.1494 -4.0176 0.0 -0.1 0.1 -0.930
C 0.8658 3.0189 -2.6075 0.1 0.1 -0.1 0.199
C 1.7045 3.8159 -1.8003 0.0 0.0 0.0 -0.509
C 1.7277 3.6110 -0.4440 0.0 0.0 0.0 -1.266
C 0.9536 2.5856 0.1018 0.1 0.0 0.1 0.165
N 0.1439 1.8149 -0.6181 0.1 0.0 -0.1 0.618
C 0.0729 2.0535 -1.9679 -0.1 -0.1 0.1 0.415
H -2.5845 0.8814 -1.7978 0.0 -0.1 0.0 0.429
H -1.8634 -0.4425 -2.4030 0.0 0.0 0.0 0.432
H -1.6223 0.8369 -4.6419 0.0 0.0 0.0 0.517
H -0.1459 2.4546 -5.8046 0.0 0.0 0.0 0.441
H 1.3904 3.8858 -4.5150 0.0 0.0 0.0 0.479
H 2.3181 4.5825 -2.2559 0.0 0.0 0.0 0.508
H 2.3544 4.2029 0.2068 0.0 0.0 0.0 0.471
H 1.0180 2.3691 1.1611 0.0 0.0 0.0 0.449
```
Positions in Å, forces in eV/Å.



[5]
Below is a 2-piece molecular cluster, C2H2N2O3 overall at a distorted geometry, with properties calculated with ωB97M-V/def2-TZVPD.

The calculated total energy is -412.505010 Ha. As for the SMILES: N#CC=O.O=NO. The calculation puts the largest force on an atom at 1.7 eV/Å. The HOMO energy comes out at -0.40278 hartree. Its net charge is 0. The value obtained for the energy relative to the best compared isomer or geometry (same formula, charge and spin) is 3.972 eV. The orbital gap is 9.959 eV.

```
9
Properties=species:S:1:pos:R:3:forces:R:3:mulliken_charge:R:1
C 2.5282 1.4339 -0.0100 0.5 0.0 -0.4 0.184
C 1.7847 0.1994 0.1297 -1.2 -0.3 0.7 0.198
N 3.0697 2.4381 -0.0923 0.2 0.4 0.0 -0.249
N -2.1021 1.0716 0.2574 -0.4 0.5 0.6 0.265
O -2.5876 2.1046 -0.0317 0.8 -1.4 -0.3 -0.294
O -1.6749 0.3252 -0.8469 -0.3 0.8 -0.8 -0.370
O 2.0406 -0.8470 -0.3874 0.2 0.1 -0.1 -0.393
H 0.9042 0.3467 0.7957 0.2 -0.2 -0.2 0.260
H -1.3641 -0.5303 -0.5244 -0.1 0.0 0.5 0.399
```
Positions in Å, forces in eV/Å.



[6]
Below is a 2-piece molecular cluster, C7H11O8S overall at a distorted geometry, with properties calculated with ωB97M-V/def2-TZVPD.

The calculated total energy is -1273.437156 Ha. The calculation puts the largest force on an atom at 6.8 eV/Å. The HOMO energy comes out at -0.15683 hartree. Its net charge is -1. The orbital gap is 6.767 eV.

```
27
Properties=species:S:1:pos:R:3:forces:R:3:mulliken_charge:R:1
O 4.5245 -1.7772 -1.0802 -0.7 2.8 1.3 -0.706
C 4.4273 -0.4899 -1.0733 1.6 -1.7 -4.6 0.456
O 4.6811 0.1729 -2.2469 -1.5 -0.9 5.3 -0.775
C 4.0711 0.1954 0.3212 0.6 1.1 -0.1 -0.426
C 2.8099 1.1829 0.2836 -0.6 -0.5 0.5 -0.460
C 1.8725 1.0364 -1.0058 0.1 1.8 1.1 -0.730
S 0.8537 -0.5384 -1.0130 -3.5 -1.5 -5.6 1.063
O -0.6082 -0.1342 -1.1740 3.5 -0.4 2.2 -0.623
O 1.1730 -1.3685 -2.2448 0.4 1.8 4.2 -0.608
O 1.0199 -1.4216 0.3961 0.3 0.8 -1.7 -0.487
H 4.9783 0.8392 0.6333 -1.3 -1.0 -0.6 0.292
H 3.9493 -0.5937 1.1342 0.0 0.9 -1.3 0.223
H 2.1482 0.9189 1.1938 0.9 0.5 -1.4 0.207
H 3.0863 2.2929 0.4319 -0.3 -1.8 -0.6 0.364
H 1.0899 1.8829 -0.9360 0.8 -1.7 0.0 0.410
H 2.4079 1.2052 -2.0062 -0.5 -1.2 1.5 0.389
H 1.5856 -2.2079 0.1938 -0.2 0.8 -0.2 0.389
C -4.3312 0.1907 -0.1034 0.3 0.1 -1.0 -0.058
C -4.6383 -1.0561 0.6686 -0.2 -0.8 -0.3 -0.319
O -4.2032 -0.7342 1.9827 0.0 0.6 0.1 -0.323
C -4.2224 0.6228 2.0906 0.2 0.5 0.8 0.654
O -4.0739 1.2206 3.1174 -0.2 -0.4 -0.7 -0.542
O -4.4332 1.2112 0.8824 0.0 -0.2 0.6 -0.325
H -5.0387 0.3635 -0.9157 0.0 0.2 0.2 0.270
H -3.3155 0.1918 -0.5101 0.0 0.0 0.1 0.109
H -5.7094 -1.2794 0.6955 0.0 0.0 0.0 0.257
H -4.1047 -1.9263 0.2842 0.0 0.1 0.2 0.300
```
Positions in Å, forces in eV/Å.



Q: Look up the net charge of the fifth one.
A: 0